Entry 1:
Entry from the Open Molecules 2025 dataset: a 2-piece molecular cluster, C5H10OS overall at a distorted geometry (wB97M-V/def2-TZVPD).

Atoms and positions in Å:
C  2.31914  -1.22868  2.65705
C  1.19249  -1.59757  2.84371
C  -1.46726  1.63777  -0.29088
C  -0.76725  0.09839  -2.17977
C  -0.42858  0.68969  -0.81129
O  1.22020  -1.26525  -0.12431
S  -0.19349  -0.58188  0.52366
H  3.22559  -0.94911  3.12847
H  1.69485  -1.62597  0.65365
H  0.30031  -2.15560  2.57726
H  -1.29941  1.94986  0.76054
H  -1.30127  2.50365  -0.95475
H  -2.47481  1.33240  -0.42087
H  -0.24170  -0.76863  -2.19728
H  -0.44722  0.80979  -2.97334
H  -1.82681  0.04931  -2.29122
H  0.49521  1.10181  -0.90064

Calculated values
- structure (SMILES) = CC(C)SO.C#C
- highest occupied orbital energy (eV) = -8.11
- charge = 0
- ΔE to the lowest compared entry with this formula, charge and spin (kJ/mol) = 386.19
- LUMO (eV) = 0.81

=====

Entry 2:
Entry from the Open Molecules 2025 dataset: C38H30NO2P2SSe4Yb as an isolated structure at a distorted geometry (wB97M-V/def2-TZVPD).

Atoms and positions in Å:
Yb  2.40201  -0.13428  -0.54551
O  0.72912  1.17895  -1.33183
P  -0.80354  1.22200  -1.39060
C  -1.52716  -0.51864  -1.40125
P  -0.78371  -1.88455  -0.45220
O  0.66124  -1.61038  -0.11928
C  -0.96031  -3.19376  -1.67013
C  0.11811  -3.73096  -2.41426
C  -0.09582  -4.42426  -3.57713
C  -1.36795  -4.93430  -3.85684
C  -2.41250  -4.51794  -3.08486
C  -2.21465  -3.72223  -1.97288
C  -1.79983  -2.31744  0.95665
C  -1.24559  -3.08204  2.03067
C  -1.98412  -3.32430  3.16255
C  -3.28613  -2.85003  3.23945
C  -3.86040  -2.20084  2.19343
C  -3.13633  -2.00973  1.04156
C  -1.46265  1.86307  -2.85023
C  -2.89401  1.79878  -3.02239
C  -3.47805  2.29817  -4.16712
C  -2.62026  2.57996  -5.30387
C  -1.24540  2.44848  -5.14873
C  -0.64006  2.14639  -3.94270
C  -1.42192  2.09949  -0.02501
C  -1.60169  1.48503  1.19494
C  -2.05089  2.19055  2.32028
C  -2.32702  3.52178  2.16571
C  -2.18042  4.18473  0.95178
C  -1.72857  3.47734  -0.15825
H  -1.50821  -0.88735  -2.45790
H  -2.60420  -0.40856  -1.14994
H  1.05952  -3.34707  -2.11309
H  0.72847  -4.59791  -4.28095
H  -1.51313  -5.49170  -4.75689
H  -3.44366  -4.82098  -3.30744
H  -3.09039  -3.61696  -1.27190
H  -0.20900  -3.30098  1.95594
H  -1.52564  -3.88015  3.99295
H  -3.94299  -3.20561  4.03668
H  -4.83710  -1.79965  2.26617
H  -3.63983  -1.60968  0.14140
H  -3.48743  1.56056  -2.13937
H  -4.52860  2.50139  -4.17294
H  -3.02779  3.12023  -6.20729
H  -0.50921  2.60389  -5.94808
H  0.44545  2.10619  -3.87795
H  -1.37699  0.46482  1.29483
H  -2.26801  1.57780  3.14346
H  -2.70949  4.12106  2.99342
H  -2.41160  5.26815  0.87681
H  -1.52439  4.01082  -1.10043
Se  4.53640  -2.23042  0.13435
Se  5.94785  -0.68179  -1.06383
Se  4.50285  -2.60705  -2.17559
Se  2.75371  -1.46688  -3.32226
S  3.47118  1.87818  3.99885
C  2.90085  0.31165  4.30577
C  2.97422  -0.48731  5.48205
C  2.31510  -1.73434  5.46205
C  1.62178  -2.24983  4.34601
C  1.71045  -1.53615  3.18278
C  2.29655  -0.22846  3.12548
N  2.34046  0.60824  2.01956
C  3.00780  1.69122  2.28726
C  3.49521  2.58594  1.27097
C  3.99741  3.90517  1.62168
C  4.63188  4.66579  0.65829
C  4.71773  4.15986  -0.66389
C  4.12666  2.94560  -0.99122
C  3.57685  2.15971  -0.01405
H  3.24127  0.06149  6.37849
H  2.31444  -2.31622  6.34459
H  1.00469  -3.17842  4.43777
H  1.30682  -1.95215  2.31628
H  3.82919  4.25755  2.64857
H  5.02982  5.65571  0.94252
H  5.23329  4.72841  -1.42189
H  4.25820  2.64719  -2.05006

Calculated values
- multiplicity = 2
- highest occupied orbital energy (spin up / spin down) (eV) = -5.63 / -5.62
- charge = 0
- ΔE to the lowest compared entry with this formula, charge and spin (kJ/mol) = 197.22
- LUMO (spin up / spin down) (eV) = -0.24 / -0.24

=====

Entry 3:
Entry from the Open Molecules 2025 dataset: an isolated ion of composition C27H29N4O3 and charge +1 at a distorted geometry (wB97M-V/def2-TZVPD).

Atoms and positions in Å:
C  -2.24167  4.37937  -0.19361
N  -1.99757  2.98602  0.00378
C  -3.05060  2.13487  0.16252
O  -4.22290  2.44048  0.18764
C  -2.47543  0.70719  0.26805
C  -2.97995  -0.15127  -0.86242
C  -4.46921  -0.43628  -0.76217
C  -5.32437  -0.16730  -1.84437
C  -6.71587  -0.29883  -1.71434
C  -7.25776  -0.76142  -0.50784
C  -6.40989  -1.10350  0.56001
C  -5.01938  -0.96217  0.40751
N  -1.06182  0.97627  0.26206
C  -0.17351  -0.03529  0.36718
C  1.17513  0.09656  0.26059
C  2.17021  -0.96515  0.05601
C  3.66924  -0.58716  -0.05726
C  4.58051  -1.54094  -0.63086
C  5.93265  -1.19947  -0.66681
C  6.31837  0.14106  -0.41818
N  7.66607  0.52131  -0.59737
O  7.94011  1.74259  -0.58098
O  8.54376  -0.35062  -0.76428
C  5.37520  1.11745  -0.08312
C  4.08007  0.74254  0.19477
C  -0.68787  2.36590  -0.05815
C  -0.10373  2.47625  -1.48547
C  0.23944  2.99793  1.00025
H  -3.31139  4.55859  -0.13018
H  -1.73820  4.97060  0.56467
H  -1.88484  4.71623  -1.16259
H  -2.78650  0.28580  1.24402
H  -2.80458  0.36572  -1.81467
H  -2.44064  -1.10806  -0.89742
H  -4.89607  0.20891  -2.77289
H  -7.37711  -0.05623  -2.55995
H  -8.33900  -0.84420  -0.38169
H  -6.81776  -1.49162  1.50169
H  -4.34866  -1.21700  1.23310
H  -0.53198  -0.96213  0.69279
H  1.47564  1.10979  -0.01817
H  1.87107  -1.85401  -0.66365
H  4.31075  -2.55540  -0.96272
H  6.71634  -1.92340  -0.86611
H  5.67847  2.14680  0.01433
H  3.41117  1.48301  0.67225
H  -0.86987  2.17250  -2.21698
H  0.21030  3.51899  -1.64244
H  0.76233  1.81930  -1.61261
H  -0.31118  3.07395  1.94881
H  1.12470  2.38695  1.18788
H  0.56133  3.98326  0.63148
N  1.56276  -2.27125  1.02231
C  0.47563  -3.14907  0.86549
C  0.61283  -4.48293  1.20006
C  1.82898  -4.99578  1.72052
C  2.89386  -4.07064  1.87665
C  2.73248  -2.73545  1.59955
H  -0.40685  -2.75136  0.34626
H  -0.20960  -5.18731  1.04184
H  1.96641  -6.08867  1.97972
H  3.87616  -4.38562  2.18677
H  3.50382  -1.93666  1.66871

Calculated values
- structure (SMILES) = CN1C(=O)[C@@H](Cc2ccccc2)N(/C=C/[C@@H](c2ccc([N+](=O)[O-])cc2)[n+]2ccccc2)C1(C)C
- highest occupied orbital energy (eV) = -10.92
- charge = +1
- ΔE to the lowest compared entry with this formula, charge and spin (kJ/mol) = 128.90
- LUMO (eV) = -4.51

=====

Entry 4:
Entry from the Open Molecules 2025 dataset: C38H31IMnN4PS as an isolated structure at a distorted geometry (wB97M-V/def2-TZVPD).

Atoms and positions in Å:
Mn  0.50583  4.07573  0.94837
C  3.55851  3.47404  0.98270
N  2.38669  3.94427  0.22445
C  2.50451  4.47580  -0.95232
C  1.24654  4.81737  -1.59788
C  0.94297  5.30906  -2.91457
C  -0.44828  5.46128  -2.94993
C  -0.93096  5.01600  -1.71120
N  0.10877  4.65883  -0.88351
C  4.31271  2.36617  0.26011
C  5.72851  2.22871  0.31040
C  6.35752  1.22865  -0.38088
C  5.66297  0.23242  -1.07019
C  4.30231  0.33861  -1.15261
C  3.59398  1.31994  -0.38930
H  3.14654  3.09140  1.94219
H  4.19477  4.34865  1.16156
H  3.39103  4.33113  -1.62156
H  1.70418  5.40186  -3.70959
H  -1.06571  5.76767  -3.80007
H  -1.93430  4.95714  -1.41072
H  6.34814  2.98837  0.82777
H  7.42480  1.20823  -0.47192
H  6.20075  -0.61704  -1.50451
H  3.71803  -0.30869  -1.84885
H  2.53201  1.37587  -0.41216
I  -3.80266  -0.01897  -0.87382
C  -4.64004  -1.88011  -0.09533
C  -5.92891  -1.77053  0.45545
C  -6.56586  -2.86403  1.00858
C  -6.05571  -4.13692  0.88454
C  -4.74549  -4.31657  0.34085
C  -4.22069  -5.58843  0.17442
C  -2.93435  -5.81225  -0.21858
C  -2.17486  -4.69170  -0.64073
C  -2.67774  -3.39717  -0.56753
P  -1.45858  -2.08579  -0.82716
C  -0.20930  -2.25691  0.51153
C  1.17106  -2.01346  0.30110
C  2.05284  -2.34142  1.31767
C  1.65728  -2.73695  2.59068
C  0.28242  -2.83518  2.87474
C  -0.63131  -2.57433  1.82124
C  -0.81962  -2.37869  -2.50166
C  0.36407  -3.10749  -2.84283
C  0.95840  -2.97112  -4.10479
C  0.18328  -2.33072  -5.07837
C  -1.10415  -1.88042  -4.85531
C  -1.62145  -1.93729  -3.56864
C  -3.99911  -3.14203  -0.05976
H  -6.43300  -0.81945  0.41445
H  -7.55599  -2.77374  1.43175
H  -6.64957  -5.02325  1.21663
H  -4.91184  -6.39605  0.37615
H  -2.61642  -6.82456  -0.36149
H  -1.14894  -4.90277  -1.02536
H  1.48438  -1.53758  -0.63798
H  3.10434  -2.33537  1.10806
H  2.46171  -2.80546  3.33644
H  -0.03710  -2.97253  3.91006
H  -1.70317  -2.52976  2.06057
H  0.78599  -3.73539  -2.03797
H  1.98732  -3.28341  -4.31821
H  0.51245  -2.22527  -6.14841
H  -1.74312  -1.51263  -5.61262
H  -2.63798  -1.61194  -3.25744
S  0.18346  1.70743  1.59079
C  -0.05910  2.77086  2.94612
N  -0.63295  2.33050  4.10490
C  -0.84365  3.18864  5.13494
C  -0.43367  4.49985  5.07615
C  0.23884  4.97664  3.95495
N  0.26187  4.10998  2.85321
H  -0.82396  1.33857  4.22607
H  -1.39249  2.77712  5.94803
H  -0.45537  5.14809  5.95714
H  0.48564  6.01846  3.83100

Calculated values
- multiplicity = 5
- highest occupied orbital energy (spin up / spin down) (eV) = -11.95 / -11.98
- charge = +2
- LUMO (spin up / spin down) (eV) = -6.78 / -7.33